Entry 1:
C30H50ClN5PRuSSi as an isolated structure at a distorted geometry, computed with ωB97M-V/def2-TZVPD.

The geometry in XYZ format:
```
90
Properties=species:S:1:pos:R:3:forces:R:3
Ru 0.3252 -0.3908 0.1821 -0.1 0.5 -0.6
Cl 2.4571 2.0361 0.8757 0.0 0.0 0.0
S -0.8918 -1.4076 -1.8199 0.0 0.0 0.0
P 0.4614 -2.3851 1.2687 0.0 -0.1 -0.1
Si 3.6848 0.0669 -1.8980 -0.2 0.1 -0.3
N -1.3936 -0.2211 1.2595 -0.2 0.0 0.0
N -0.3039 1.2051 -2.3799 0.0 0.0 0.0
N -0.8554 1.4436 -4.4859 0.0 0.0 0.0
N -1.0669 0.1651 -4.0441 0.0 0.0 0.0
N 0.2603 1.4464 -1.1245 0.0 -0.2 0.0
C 3.1334 -2.4334 2.0388 0.0 0.0 0.0
C -3.2126 -1.3358 2.4821 0.0 0.0 0.0
C -1.6206 -3.5752 2.7930 0.0 0.0 0.0
C -0.7385 -0.0248 -2.7597 -0.1 0.0 0.0
C 5.1598 0.2157 -0.7432 0.0 0.0 0.0
C -1.0735 0.7388 3.9805 0.0 0.0 0.0
C -0.8441 -4.3232 -0.3153 0.0 0.0 0.0
C 4.1705 -1.0586 -3.3275 0.0 0.0 0.0
C 1.7312 -2.7533 2.5600 0.0 0.0 0.0
C 1.4622 -2.0718 3.8994 0.0 0.0 0.0
C 2.1883 -0.6494 -1.1012 -0.6 0.4 0.6
C -3.6687 -2.4377 3.1729 0.0 0.0 0.0
C 1.3487 -5.0720 0.5878 0.0 0.1 0.0
C -3.4118 4.9728 2.6678 0.0 0.0 0.0
C -1.7529 1.5505 2.9087 0.0 0.0 0.0
C -2.9468 3.5845 2.3200 0.0 0.0 0.0
C 0.5534 -3.8555 0.1067 0.0 0.0 0.1
C -3.4062 -4.7652 4.1246 0.0 0.0 0.0
C -1.9188 -1.3209 1.9229 0.0 0.0 0.0
C -2.2242 2.8210 3.2238 0.0 0.0 0.0
C -2.7785 1.7538 0.7281 0.1 0.0 0.0
C 0.0430 3.4819 -3.3970 0.0 0.0 0.0
C 3.4108 1.7795 -2.6683 0.0 0.0 0.0
C -3.2503 1.1401 -0.5588 -0.1 -0.1 0.1
C 1.3027 0.8046 1.5953 -0.1 0.0 0.0
C -2.8836 -3.5815 3.3563 0.0 0.0 0.0
C -3.2372 3.0171 1.0863 0.0 0.0 0.0
C -0.3721 2.0618 -3.4575 0.0 0.0 0.0
C -1.1399 -2.4779 2.0796 0.0 0.0 0.0
C -1.9692 1.0330 1.6182 0.1 0.0 0.1
H 0.8653 -5.5536 1.4408 0.0 0.0 0.0
H 1.0912 3.5619 -3.1052 0.0 0.0 0.0
H 3.3065 -1.2679 -3.9639 0.0 0.0 0.0
H -3.5417 5.0878 3.7438 0.0 0.0 0.0
H 4.3257 2.1563 -3.1329 0.0 0.0 0.0
H -0.0910 3.9265 -4.3792 0.0 0.0 0.0
H 1.8996 0.3183 2.3608 0.1 0.0 0.0
H 0.4754 -2.3193 4.2901 0.0 0.0 0.0
H 3.8839 -2.7829 2.7511 0.0 0.0 0.0
H -2.6848 5.7210 2.3431 0.0 0.0 0.0
H -0.2324 0.1693 3.5934 0.0 0.0 0.0
H 0.5676 1.4415 2.0789 0.0 -0.1 0.0
H 5.4232 -0.7644 -0.3368 0.0 0.0 0.0
H -2.6425 -5.5370 4.2213 0.0 0.0 0.0
H 1.0592 -3.4416 -0.7698 0.0 0.0 0.0
H 3.3380 -2.8928 1.0705 0.0 0.0 0.0
H 2.2100 -2.3998 4.6252 0.0 0.0 0.0
H -1.3000 -4.9218 0.4737 0.0 0.0 0.0
H 0.0563 2.3844 -0.7968 -0.1 0.0 0.0
H -4.3604 5.2050 2.1829 0.0 0.0 0.0
H -3.7214 -4.4792 5.1298 0.0 0.0 0.0
H 3.2699 -1.3581 1.9097 0.0 0.0 0.0
H 3.0939 2.5164 -1.9251 0.0 0.0 0.0
H 6.0351 0.6114 -1.2648 0.0 0.0 0.0
H 2.3751 -4.8363 0.8628 0.0 0.0 0.0
H 4.9464 -0.6089 -3.9520 0.0 0.0 0.0
H -1.5320 -3.5068 -0.5294 0.0 0.0 0.0
H -0.7235 1.3822 4.7876 0.0 0.0 0.0
H -2.4585 1.0432 -1.2888 0.1 0.0 -0.1
H -0.9843 -4.4480 2.9143 0.0 0.0 0.0
H 1.3868 -5.8085 -0.2178 0.0 0.0 0.0
H -3.8471 -0.4647 2.3738 0.0 0.0 0.0
H 1.9436 -1.6392 -1.4824 0.5 -0.2 0.2
H 4.9376 0.8772 0.0952 0.0 0.0 0.0
H 1.2669 1.2538 -1.2270 0.1 0.2 0.1
H 2.4097 -0.5941 -0.0182 0.6 -0.8 -0.1
H -1.4372 -0.5341 -4.6631 0.0 0.0 0.0
H -0.5622 4.0321 -2.6740 0.0 0.0 0.0
H -4.2699 -5.2119 3.6276 0.0 0.0 0.0
H -3.8674 3.5601 0.3883 0.0 0.0 0.0
H -0.7645 -4.9441 -1.2099 0.0 0.0 0.0
H 4.5478 -2.0151 -2.9581 0.0 0.0 0.0
H -2.0271 3.2163 4.2152 0.0 0.0 0.0
H 1.6600 -3.8314 2.7276 0.0 0.0 0.0
H -4.0443 1.7455 -0.9973 0.0 0.0 0.0
H 1.5349 -0.9864 3.8302 0.0 0.0 0.0
H -3.6293 0.1306 -0.3905 0.0 0.0 0.0
H -1.7712 0.0114 4.4033 0.0 0.0 0.0
H 2.6451 1.7210 -3.4505 0.0 0.0 0.0
H -4.6696 -2.4152 3.5916 0.0 0.0 0.0
```
Forces are in eV/Å.

Spin multiplicity: 2
HOMO-LUMO gap (spin up / spin down) (eV): 7.41 / 6.73
HOMO level (spin up / spin down) (eV): -6.94 / -6.91
LUMO level (spin up / spin down) (eV): 0.5 / -0.2
⟨S²⟩: 0.758
Energy relative to the best compared isomer or geometry (same formula, charge and spin) (kcal per mole): 0.0

Here are the Mulliken charges for atoms 1 to 2, given in e:
1. Ru 0.022
2. Cl -0.208


Entry 2:
C30H50F5NO4P2TeW as an isolated structure at a distorted geometry, computed with ωB97M-V/def2-TZVPD.

The geometry in XYZ format:
```
94
Properties=species:S:1:pos:R:3:forces:R:3
W 0.4077 -0.3508 0.5589 0.0 -0.8 0.8
Te 1.8150 -3.0008 -0.4023 3.4 -6.6 0.0
P -2.0342 -2.2837 -0.2693 -1.4 -0.6 0.4
P 1.2204 2.0873 0.4361 0.2 1.9 -0.7
F 3.1663 -3.1295 1.0811 -0.8 0.8 -0.6
F 3.4634 -3.6542 -1.2327 -1.2 0.9 0.2
F 0.6537 -2.1702 1.5872 -0.2 1.3 -0.7
F 1.1608 -4.0538 -1.9930 -0.1 1.3 1.0
F 1.4230 -4.6501 0.4706 -0.3 1.1 -0.6
O 1.4345 -0.6856 -2.0017 0.2 0.3 0.1
O 1.6157 -0.1197 2.5460 -0.3 0.3 -0.8
O 2.8847 -0.6295 0.1572 -0.5 0.3 0.2
O -0.5534 -1.9241 -0.5284 0.8 1.2 0.2
N -1.2066 0.6609 -0.1135 1.3 -0.6 0.6
C -1.4997 -4.9373 -0.3143 0.1 0.2 0.2
C 2.9258 -0.7226 2.5646 0.8 -0.4 -0.3
C 0.9280 2.7311 -2.2672 0.0 -0.2 0.1
C -2.0918 -3.9056 -2.5310 -0.1 0.2 -0.1
C 1.5728 2.6116 3.1794 0.0 0.0 0.0
C 0.6235 -0.9217 -3.1533 -0.3 0.0 -0.2
C 3.6817 -0.6989 -1.0399 0.4 0.3 -0.6
C -3.5993 1.0438 -2.9372 0.0 -0.1 0.0
C -3.0208 3.7623 0.8684 0.2 -0.2 0.0
C 3.7058 -0.3807 1.3035 0.0 0.2 0.8
C 0.9456 -0.4530 3.7746 -0.6 -0.1 0.5
C -3.7765 -3.0777 1.7266 0.0 -0.1 -0.1
C 2.8106 -0.9274 -2.2904 0.1 0.1 -0.2
C 2.2436 4.5180 1.7478 -0.1 0.0 -0.4
C -1.9947 4.6878 0.7600 0.0 0.0 0.0
C 2.0280 2.4845 -1.2361 -0.1 -0.4 0.1
C 3.0929 3.5747 -1.3153 -0.1 -0.1 0.2
C 2.1703 2.9907 1.8139 0.0 -0.7 0.0
C -2.8335 -0.9081 -1.1294 0.2 -0.3 0.4
C -0.6944 4.2582 0.5573 0.0 0.0 0.1
C -2.5648 1.2917 -2.0542 0.3 -0.1 0.3
C -0.4126 2.9015 0.4370 -0.1 -0.8 0.0
C -2.7708 2.4204 0.6359 0.1 -0.2 0.0
C -2.3862 -3.9248 -1.0339 0.0 0.5 0.0
C -3.9076 -1.1254 -1.9879 0.0 0.2 0.1
C -1.4743 1.9790 0.3650 0.3 1.3 0.4
C -2.4472 -1.0088 2.2131 0.5 0.0 -0.2
C -2.4290 -2.3837 1.5497 0.1 0.1 -0.5
C -2.1720 0.3339 -1.1093 -0.9 -0.7 -0.6
C -4.3063 -0.1480 -2.8805 0.0 0.0 0.0
H 2.1988 1.9080 3.7148 0.0 -0.1 0.0
H 1.3385 4.9603 2.1530 0.0 0.0 0.0
H -1.6394 -2.9939 2.0051 0.0 0.1 -0.2
H -4.0246 4.0879 1.0869 -0.1 0.0 0.0
H -2.2056 5.7418 0.8393 0.0 0.1 0.0
H 0.5655 2.2022 3.0661 0.1 0.0 0.2
H 2.5097 1.5395 -1.5003 -0.1 0.0 0.1
H 0.8471 -0.1864 -3.9280 0.0 0.0 0.0
H -0.4886 -4.5494 -0.2586 -0.1 -0.4 0.0
H -1.4528 -5.8702 -0.8683 -0.1 0.0 -0.1
H 3.1365 -0.2540 -3.0935 0.0 -0.1 0.1
H 0.8260 -1.5366 3.8708 0.0 0.2 -0.2
H -3.7221 -4.1336 1.4788 0.0 -0.1 -0.1
H 2.9253 -1.9609 -2.6465 0.1 0.2 -0.1
H -3.8642 1.7959 -3.6647 0.0 0.1 0.0
H 1.3702 2.8358 -3.2556 0.1 0.0 -0.1
H 3.8259 3.5075 -0.5156 0.1 0.1 0.1
H 2.4208 4.9136 0.7556 0.0 0.1 -0.1
H 3.0716 4.8385 2.3794 0.0 0.0 0.0
H -3.5950 1.7234 0.6219 -0.1 -0.1 0.0
H -1.0637 -3.6090 -2.7185 0.1 0.0 0.0
H 0.7942 -1.9280 -3.5440 0.0 0.0 0.1
H 1.4919 3.4954 3.8060 0.0 0.1 0.0
H -2.6807 -1.1175 3.2698 0.1 0.0 0.1
H 4.3924 -1.5314 -0.9467 -0.2 0.2 0.1
H 4.0179 0.6725 1.2828 -0.1 -0.1 0.0
H -4.0887 -3.0045 2.7657 0.0 0.0 0.1
H 0.2256 1.8971 -2.2918 -0.1 0.0 -0.1
H -3.4411 -4.1539 -0.8668 -0.1 0.1 0.1
H -2.2259 -4.9090 -2.9290 0.0 0.0 0.0
H -4.5431 -2.6127 1.1096 -0.2 0.1 0.0
H 3.4822 -0.3445 3.4314 -0.2 0.1 -0.1
H -2.7612 -3.2348 -3.0645 0.0 0.0 -0.1
H -4.4415 -2.0607 -1.9474 0.0 -0.2 -0.1
H 3.1951 2.6067 1.7310 -0.2 0.0 0.0
H -5.1462 -0.3168 -3.5360 -0.1 0.0 -0.1
H -0.0255 0.0493 3.7792 0.2 -0.1 0.0
H 2.6507 4.5669 -1.3181 0.0 0.1 0.1
H -3.2122 -0.3701 1.7723 0.1 0.1 -0.1
H 4.2525 0.2327 -1.1330 -0.1 -0.1 0.1
H -1.4536 -0.5120 2.1136 -0.8 -0.1 0.4
H 0.0884 4.9905 0.4578 0.1 0.0 0.1
H 2.8242 -1.8106 2.6547 -0.1 0.3 -0.1
H -2.0671 2.2497 -2.0825 0.0 0.1 0.0
H 4.6037 -1.0124 1.2772 -0.3 0.0 0.0
H 0.3878 3.6495 -2.0494 -0.1 0.0 0.0
H 3.6257 3.4652 -2.2589 0.0 0.0 -0.1
H -1.8382 -5.1674 0.6917 0.0 0.0 0.1
H 1.5259 -0.0902 4.6281 0.1 0.1 -0.2
H -0.4147 -0.8223 -2.8352 0.1 0.0 -0.1
```
Forces are in eV/Å.

Net charge: +2
Spin multiplicity: 3
HOMO-LUMO gap (spin up / spin down) (eV): 6.95 / 7.01
HOMO level (spin up / spin down) (eV): -14.17 / -14.17
LUMO level (spin up / spin down) (eV): -7.2 / -7.2
⟨S²⟩: 2.055
Energy relative to the best compared isomer or geometry (same formula, charge and spin) (kcal per mole): 68.3

Here are the Mulliken charges for atoms 1 to 2, given in e:
1. W 0.842
2. Te 1.785